# 1
The following is a DFT calculation (the ωB97M-V functional and the def2-TZVPD basis) of a molecular structure, C22H54F3GaN13O8S2.

XYZ file:
```
103
Properties=species:S:1:pos:R:3:mulliken_charge:R:1
C 2.72 3.84 1.72 -1.41
C 2.38 2.43 1.24 1.18
C 1.90 1.48 2.32 -0.33
C 0.55 1.84 3.01 -0.51
C -0.37 2.74 2.20 -1.00
Ga -1.26 1.86 0.58 -0.13
C -3.06 0.96 1.13 -0.86
C -3.01 -0.27 2.08 -0.25
C -2.51 -1.55 1.47 -0.91
S -0.71 -1.64 1.36 0.04
C -0.37 -2.27 -0.25 -0.26
S -1.12 -1.67 -1.54 -0.16
N 0.59 -3.27 -0.41 0.32
C 1.53 -3.33 0.70 -0.47
C 2.63 -4.24 0.30 -0.25
O 2.20 -5.53 -0.14 -0.45
C 0.83 -5.73 0.03 -0.72
C -0.03 -4.60 -0.55 -0.46
C -1.80 3.37 -0.74 -0.88
C -2.73 2.83 -1.80 -0.07
O -2.34 1.54 -2.24 -0.67
C -2.76 3.69 -3.08 0.76
F -3.98 3.74 -3.59 -0.34
F -1.99 3.17 -4.00 -0.28
F -2.32 4.91 -2.91 -0.30
H 2.60 3.97 2.79 0.28
H 1.97 4.50 1.29 0.13
H 3.67 4.21 1.36 0.41
H 3.30 2.01 0.86 -0.35
H 1.72 2.43 0.40 0.13
H 2.65 1.44 3.11 0.52
H 1.84 0.48 1.94 -0.52
H 0.03 0.90 3.15 0.11
H 0.74 2.23 4.00 0.47
H -1.17 3.05 2.86 0.59
H 0.10 3.65 1.85 0.39
H -0.28 0.87 -0.22 -0.30
H -3.67 0.67 0.27 0.39
H -3.61 1.73 1.66 0.52
H -4.03 -0.48 2.36 -0.03
H -2.50 -0.01 2.99 0.21
H -2.92 -1.72 0.49 0.50
H -2.83 -2.39 2.06 0.34
H 1.05 -3.60 1.64 0.36
H 1.97 -2.36 0.87 0.16
H 3.38 -4.32 1.08 0.31
H 3.12 -3.77 -0.55 0.01
H 0.57 -5.84 1.08 0.32
H 0.54 -6.64 -0.45 0.40
H -0.99 -4.64 -0.03 0.31
H -0.26 -4.77 -1.59 0.43
H -0.94 3.78 -1.26 0.46
H -2.36 4.14 -0.23 0.36
H -3.74 2.74 -1.42 0.24
H -2.80 0.87 -1.71 0.28
C 4.82 -4.23 -3.03 0.61
O 3.99 -3.34 -3.14 -0.67
N 6.06 -4.19 -3.62 -0.40
N 4.53 -5.34 -2.31 -0.34
H 6.74 -4.92 -3.53 0.14
H 6.28 -3.37 -4.16 0.24
H 3.62 -5.35 -1.86 0.31
H 5.15 -6.12 -2.18 0.15
C 3.79 0.44 -2.13 0.63
O 2.97 0.65 -3.00 -0.67
N 4.05 1.34 -1.13 -0.19
N 4.52 -0.72 -2.07 -0.28
H 4.71 1.18 -0.40 0.13
H 3.51 2.19 -1.13 0.00
H 4.33 -1.42 -2.77 0.19
H 5.20 -0.90 -1.36 0.12
C 4.44 5.19 -1.41 0.65
O 4.52 4.29 -0.61 -0.60
N 3.36 6.04 -1.44 -0.35
N 5.40 5.44 -2.36 -0.45
H 3.26 6.79 -2.10 0.16
H 2.64 5.88 -0.77 0.22
H 6.20 4.83 -2.37 0.22
H 5.34 6.18 -3.03 0.14
C -6.15 -1.62 4.30 0.78
O -5.18 -2.01 3.66 -0.67
N -7.10 -0.82 3.74 -0.42
N -6.37 -1.96 5.61 -0.36
H -7.91 -0.49 4.23 0.15
H -6.97 -0.56 2.78 0.23
H -5.69 -2.55 6.05 0.20
H -7.16 -1.65 6.13 0.15
C -5.84 -5.76 4.92 0.62
O -6.96 -5.32 5.12 -0.64
N -5.56 -7.10 5.03 -0.39
N -4.79 -4.97 4.58 -0.23
H -4.65 -7.48 4.87 0.16
H -6.31 -7.71 5.28 0.22
H -4.95 -3.98 4.48 0.05
H -3.86 -5.32 4.42 0.16
C 0.80 5.30 -6.76 0.61
O 1.51 5.65 -7.69 -0.68
N -0.14 6.14 -6.21 -0.33
N 0.87 4.07 -6.18 -0.29
H -0.74 5.87 -5.45 0.18
H -0.23 7.05 -6.61 0.18
H 1.54 3.43 -6.55 0.17
H 0.29 3.78 -5.42 0.17
```

The value obtained for the lowest unoccupied orbital energy is 1.977 eV. Its charge is -1. As for the molar mass: 819.61 g/mol. As for the max |F|: 2.1 eV/A.

# 2
The following is a DFT calculation (the ωB97M-V functional and the def2-TZVPD basis) of a single C4H10O2 molecule.

XYZ file:
```
16
Properties=species:S:1:pos:R:3:mulliken_charge:R:1
C 2.98 -0.14 -0.01 -0.69
O 1.74 0.49 -0.20 -0.30
C 0.68 -0.24 0.36 -0.43
C -0.63 0.50 0.09 -0.41
O -1.57 -0.42 -0.41 -0.31
C -2.88 0.00 -0.58 -0.65
H 3.74 0.46 -0.52 0.24
H 3.24 -0.22 1.06 0.29
H 2.99 -1.16 -0.44 0.29
H 0.61 -1.24 -0.09 0.33
H 0.85 -0.38 1.45 0.29
H -1.03 0.96 1.01 0.27
H -0.44 1.29 -0.65 0.32
H -3.65 -0.19 0.41 0.14
H -3.31 0.89 -0.13 0.29
H -3.34 -0.62 -1.34 0.32
```

The value obtained for the lowest unoccupied orbital energy is 1.037 eV. As for the molar mass: 90.12 g/mol. As for the max |F|: 4.3 eV/A.

# 3
The following is a DFT calculation (the ωB97M-V functional and the def2-TZVPD basis) of 2 unconnected molecules or ions with the total composition C5H12Si.

XYZ file:
```
18
Properties=species:S:1:pos:R:3:mulliken_charge:R:1
C 0.59 -1.12 0.38 -0.73
C 1.47 -0.24 -0.07 0.87
C 2.94 -0.51 -0.05 -1.23
C 1.05 0.88 -1.03 -1.03
C -3.01 0.49 0.69 -0.96
Si -2.14 -0.90 -0.13 0.27
H 0.92 -1.99 1.06 0.26
H 3.42 -0.98 -0.95 0.26
H 3.29 0.42 0.18 0.39
H 3.23 -1.10 0.82 0.38
H -0.02 0.81 -1.06 0.14
H 1.31 0.78 -2.14 0.25
H 1.46 1.82 -0.67 0.34
H -4.02 0.85 0.41 0.36
H -3.15 0.42 1.77 0.33
H -2.39 1.43 0.55 0.26
H -2.75 -2.27 0.18 -0.11
H -1.57 -0.69 -1.49 -0.04
```

The value obtained for the lowest unoccupied orbital energy (spin up / spin down) is 1.033 / -1.647 eV. As for the spin multiplicity: 3. As for the molar mass: 100.24 g/mol. As for the max |F|: 3.9 eV/A.